58
Properties=species:S:1:pos:R:3:mulliken_spin:R:1 method="wB97M-V/def2-TZVPD" homo_lumo_gap_ev="7.1432 / 7.2641" multiplicity=2 e_lumo_ev="0.391 / -0.346" molar_mass_g_mol=613.1 energy_ev=-41686.9020 s_squared=0.790
Hg -0.23 2.81 1.11 0.0481
F 2.91 -2.00 4.21 0.0126
O -1.94 2.42 3.73 -0.0003
O -0.29 -0.01 2.62 -0.0040
N -1.26 0.93 -1.08 -0.0066
N -1.97 -1.19 -6.15 0.0000
N -1.87 -2.43 -6.39 0.0000
N -1.24 -0.86 -5.07 0.0000
N -1.47 0.63 -3.24 -0.0004
C -0.93 -1.05 1.93 0.0024
C -2.54 0.56 -1.34 -0.0025
C -0.63 -1.98 -4.58 -0.0001
C 2.81 0.36 4.37 -0.0665
C -1.06 -3.00 -5.47 0.0000
C 3.07 -0.73 2.22 -0.0588
C -2.13 1.04 3.89 -0.0012
C 0.22 -2.25 -3.51 0.0002
C 2.90 1.69 2.34 -0.0646
C 0.62 -3.56 -3.36 0.0000
C 3.06 0.49 1.60 0.1436
C 2.93 -0.79 3.60 0.2015
C 0.80 1.32 -2.40 -0.0025
C -0.82 0.23 3.90 -0.0028
C -1.49 3.09 4.88 0.0005
C -0.64 -4.32 -5.29 0.0000
C 2.84 2.93 1.70 0.6321
C -1.16 0.51 -4.63 0.0001
C -0.63 0.96 -2.22 0.0023
C 0.21 -4.58 -4.24 0.0000
C -2.70 0.37 -2.68 0.0037
C 2.79 1.58 3.75 0.1543
H -0.15 0.90 -4.81 -0.0001
H -0.05 0.78 4.45 0.0055
H -2.74 0.74 3.03 -0.0027
H 0.90 2.36 -2.70 0.0008
H 1.28 -3.81 -2.54 0.0000
H -1.58 4.15 4.66 -0.0002
H 0.57 -5.58 -4.07 0.0000
H -0.97 -5.09 -5.97 0.0000
H -1.96 -0.81 1.68 -0.0006
H -2.11 2.84 5.75 0.0001
H 0.53 -1.49 -2.82 0.0000
H 3.17 -1.65 1.66 -0.0026
H -2.69 0.85 4.82 0.0009
H 1.28 1.20 -1.43 0.0009
H -3.54 0.07 -3.26 0.0002
H -1.00 -0.73 4.41 0.0002
H -0.91 -1.97 2.53 0.0007
H 1.31 0.70 -3.14 -0.0001
H -1.89 1.06 -5.25 0.0000
H 2.81 3.84 2.27 -0.0012
H 2.74 0.27 5.45 -0.0016
H 3.04 3.01 0.64 -0.0013
H -0.37 -1.20 1.01 0.0005
H 2.68 2.49 4.33 0.0018
H 3.18 0.56 0.53 0.0093
H -0.44 2.87 5.11 -0.0013
H -3.26 0.48 -0.55 -0.0003

***

56
Properties=species:S:1:pos:R:3:nbo_charge:R:1 method="wB97M-V/def2-TZVPD" homo_lumo_gap_ev=8.0721 smiles="O=C(CN1CCOCC1)Nc1ccc(N2CCN(c3ccccc3)CC2)c(F)c1" e_lumo_ev=0.578 de_lowest_kj_mol=232.37 molar_mass_g_mol=398.5 energy_ev=-36024.8041
F 1.24 3.72 -0.55 -0.3326
O -3.62 -0.54 0.37 -0.6114
O -7.89 -2.15 0.37 -0.5215
N -2.88 1.43 -0.50 -0.6213
N -6.30 0.01 -0.53 -0.4431
N 4.76 0.00 0.27 -0.4700
N 2.56 1.70 0.91 -0.4470
C -5.20 0.89 -0.80 -0.3065
C 3.14 0.80 1.87 -0.2171
C 5.83 -0.82 -0.07 0.2678
C -1.52 1.44 -0.14 0.2122
C 5.88 -2.17 0.29 -0.3014
C -0.91 0.42 0.58 -0.2539
C 0.43 0.49 0.90 -0.2603
C 3.57 2.10 -0.05 -0.2185
C 8.07 -2.39 -0.68 -0.2506
C 8.03 -1.06 -1.05 -0.1884
C -6.18 -1.31 -1.14 -0.2593
C 4.18 0.87 -0.73 -0.2263
C 0.58 2.59 -0.18 0.3596
C -7.52 -2.03 -0.98 -0.0704
C 6.93 -0.28 -0.74 -0.2773
C -3.83 0.49 -0.23 0.6639
C -6.63 -0.14 0.88 -0.2596
C 3.77 -0.45 1.22 -0.2340
C 6.99 -2.94 -0.01 -0.1859
C -7.96 -0.89 0.98 -0.0702
C 1.24 1.57 0.53 0.1557
C -0.75 2.53 -0.52 -0.3218
H -8.75 -0.29 0.50 0.1612
H -5.95 -1.19 -2.20 0.1973
H 7.01 -3.98 0.28 0.2112
H 3.15 2.76 -0.81 0.2255
H 5.05 -2.64 0.79 0.2115
H 8.87 -0.61 -1.56 0.2114
H -5.46 1.88 -0.39 0.2141
H 4.26 -1.04 2.00 0.2157
H 2.99 -1.06 0.74 0.1743
H -6.74 0.86 1.32 0.1973
H 4.36 2.64 0.49 0.1978
H -3.18 2.25 -1.01 0.3938
H -7.47 -3.04 -1.38 0.1925
H -5.39 -1.91 -0.67 0.1999
H 3.94 1.35 2.39 0.2053
H 4.93 1.17 -1.45 0.2141
H 8.94 -3.00 -0.92 0.2119
H 3.38 0.34 -1.28 0.1753
H -8.30 -1.46 -1.53 0.1611
H -5.86 -0.69 1.43 0.1985
H 0.86 -0.33 1.45 0.2148
H -1.49 -0.44 0.89 0.2556
H -1.18 3.36 -1.06 0.2200
H 6.94 0.76 -1.01 0.2085
H -5.10 0.99 -1.89 0.2167
H 2.40 0.51 2.61 0.2119
H -8.22 -1.07 2.03 0.1925

***

56
Properties=species:S:1:pos:R:3:mulliken_spin:R:1 method="wB97M-V/def2-TZVPD" homo_lumo_gap_ev="7.4513 / 7.5909" multiplicity=5 e_lumo_ev="-0.064 / 0.062" de_lowest_kj_mol=6.57 molar_mass_g_mol=547.3 energy_ev=-71239.2241 s_squared=6.114
I 3.63 1.11 1.89 -0.0064
Mn 0.57 0.03 0.13 4.0379
O -1.29 0.09 -0.50 -0.0081
O 0.60 -1.97 -0.17 0.0939
N 1.06 0.74 -1.72 -0.0366
N 0.19 2.80 0.49 0.0366
N 0.04 -0.21 2.08 -0.0435
C 1.95 1.89 -1.85 0.0173
C -2.27 -1.88 -4.01 0.0039
C -1.46 1.74 2.14 0.0058
C 0.45 0.31 -2.76 0.0343
C 1.23 3.68 1.03 0.0081
C -0.72 -0.52 -2.75 0.0109
C 0.17 -2.66 2.08 0.0071
C -1.04 2.95 1.31 0.0178
C 0.45 -2.90 0.70 0.0140
C 0.57 -4.26 0.30 0.0117
C -2.79 -1.24 -1.73 -0.0009
C 0.44 -5.29 1.20 0.0036
C -0.05 -1.35 2.65 0.0271
C 2.53 -0.23 0.67 -0.2894
C -1.10 -1.18 -3.94 0.0029
C 1.12 3.18 -1.84 0.0046
C -0.09 3.17 -0.90 -0.0144
C 0.03 -3.75 2.97 0.0023
C -1.57 -0.54 -1.61 0.0183
C -3.12 -1.91 -2.89 0.0019
C 0.17 -5.05 2.56 0.0023
C -0.32 0.99 2.84 0.0079
H -0.44 -1.12 -4.79 -0.0005
H -1.88 3.21 0.65 -0.0006
H 2.65 1.87 -1.02 -0.0114
H 0.72 3.35 -2.84 -0.0012
H 0.93 4.74 0.95 0.0040
H -1.99 1.02 1.51 -0.0054
H -3.44 -1.26 -0.87 0.0006
H 0.57 1.62 2.93 -0.0088
H 1.78 4.02 -1.62 0.0007
H 2.52 1.83 -2.78 0.0066
H -0.84 2.47 -1.27 -0.0002
H 0.06 -5.86 3.25 0.0003
H -0.34 -1.36 3.70 0.0045
H -0.61 0.70 3.85 -0.0046
H -0.18 -3.53 4.01 -0.0009
H -0.54 4.18 -0.94 0.0068
H 0.78 -4.45 -0.74 -0.0001
H -2.55 -2.41 -4.92 0.0004
H 0.81 0.66 -3.74 -0.0019
H -0.91 3.81 1.97 0.0034
H -4.05 -2.45 -2.94 0.0001
H 3.10 -0.36 -0.26 0.0161
H 2.53 -1.16 1.22 0.0240
H -2.17 2.09 2.89 0.0011
H 0.54 -6.31 0.85 0.0002
H 1.40 3.46 2.08 -0.0018
H 2.17 3.54 0.51 -0.0024

***

55
Properties=species:S:1:pos:R:3:nbo_charge:R:1 method="wB97M-V/def2-TZVPD" homo_lumo_gap_ev=8.9705 smiles="CCc1cccc(CC)c1N(COC)C(=O)Cn1c(CO)nc2ccccc21" e_lumo_ev=0.572 de_lowest_kj_mol=223.31 molar_mass_g_mol=381.5 energy_ev=-33865.9368
O -2.52 1.14 -1.99 -0.5333
O -0.60 3.31 0.65 -0.6551
O 2.06 4.07 0.87 -0.7319
N 1.81 1.07 0.85 -0.3882
N -1.19 1.24 0.00 -0.4927
N 3.57 1.15 -0.52 -0.4623
C 0.66 1.50 1.60 -0.3099
C 3.81 -2.45 0.28 -0.2350
C -1.05 -0.18 0.07 0.1890
C -0.30 -0.83 -0.92 0.0092
C -0.81 -2.93 0.17 -0.1819
C 4.18 -1.28 -0.33 -0.2088
C -3.99 -0.46 1.97 -0.5907
C -1.67 -0.88 1.10 -0.0364
C 1.34 -0.81 -2.88 -0.6086
C -3.48 0.11 -1.95 -0.2540
C 2.33 -0.20 0.81 0.1675
C -2.29 1.80 -0.79 0.1056
C 2.62 1.83 0.03 0.3776
C -0.20 -2.22 -0.85 -0.2176
C -1.54 -2.26 1.14 -0.2310
C 2.72 -2.50 1.16 -0.2093
C -2.49 -0.20 2.16 -0.4336
C -0.43 2.10 0.70 0.6992
C 2.43 3.30 -0.24 -0.1143
C 1.96 -1.38 1.44 -0.2564
C 0.34 -0.04 -2.02 -0.4469
C 3.43 -0.14 -0.06 0.0803
H -1.99 2.83 -1.04 0.2238
H -3.17 -0.73 -1.33 0.1801
H 5.03 -1.23 -1.00 0.2252
H 0.85 0.82 -1.59 0.2123
H -2.01 -2.82 1.94 0.2127
H 0.96 2.27 2.32 0.2452
H -0.45 0.36 -2.66 0.2418
H 1.13 -1.44 2.12 0.2139
H -2.19 -0.57 3.14 0.2165
H -3.20 1.83 -0.17 0.1593
H 1.09 4.07 0.94 0.4978
H -0.72 -4.00 0.21 0.2168
H 0.27 0.63 2.14 0.2347
H -4.33 -0.08 1.02 0.2007
H 0.85 -1.59 -3.46 0.1984
H 4.36 -3.36 0.09 0.2126
H -3.60 -0.23 -2.98 0.2010
H -4.19 -1.53 2.00 0.2077
H 1.71 3.42 -1.06 0.1840
H 3.40 3.67 -0.59 0.2174
H -4.56 0.02 2.77 0.2143
H -2.32 0.88 2.15 0.2102
H 2.12 -1.25 -2.26 0.2175
H -4.44 0.49 -1.59 0.1704
H 1.82 -0.12 -3.58 0.2205
H 0.37 -2.75 -1.59 0.2243
H 2.46 -3.44 1.63 0.2106